{
  "formula": "C11H41N8O10",
  "method": "ωB97M-V with the def2-TZVPD basis set",
  "species": ["C", "C", "O", "H", "H", "H", "H", "H", "C", "O", "H", "H", "H", "H", "C", "O", "H", "H", "H", "H", "C", "O", "H", "H", "H", "H", "C", "O", "H", "H", "H", "H", "C", "O", "H", "H", "H", "H", "C", "O", "N", "N", "H", "H", "H", "H", "C", "O", "N", "N", "H", "H", "H", "H", "C", "O", "N", "N", "H", "H", "H", "H", "C", "O", "N", "N", "H", "H", "H", "H"],
  "coordinates": [[15.1318, 2.6408, -11.2878], [16.0661, 3.5780, -10.5302], [15.4315, 4.4587, -9.6046], [15.7924, 2.2239, -12.0481], [14.3419, 3.1713, -11.8195], [14.6884, 1.8679, -10.6601], [16.7170, 4.0672, -11.2548], [16.7270, 2.9039, -9.9853], [12.4868, 5.5392, -15.8056], [11.1975, 5.8980, -16.3043], [12.9298, 4.6880, -16.3226], [13.0756, 6.4417, -15.9700], [12.3925, 5.4190, -14.7264], [11.3922, 6.4009, -17.0985], [18.1896, -1.5591, -10.7387], [19.4096, -1.6115, -11.4699], [17.7206, -2.5298, -10.5776], [18.4683, -1.1169, -9.7822], [17.5197, -0.9264, -11.3210], [19.2967, -1.2589, -12.3556], [17.8222, 6.7358, -5.7723], [18.0992, 5.4839, -6.3408], [18.4375, 7.5698, -6.1099], [16.7604, 6.8693, -5.9793], [17.9428, 6.5894, -4.6989], [17.6684, 5.4348, -7.1973], [14.3788, 9.2490, -10.5308], [15.0785, 8.7774, -9.3891], [13.3012, 9.2225, -10.3687], [14.6078, 10.3051, -10.6735], [14.7254, 8.5778, -11.3166], [15.1322, 7.8234, -9.4824], [13.2554, -1.0257, -14.0319], [13.9904, -0.7693, -15.2547], [13.8572, -1.1924, -13.1385], [12.5334, -0.2702, -13.7217], [12.6552, -1.9146, -14.2261], [14.6420, -1.4739, -15.2812], [16.9628, 0.7659, -5.6132], [16.9452, -0.2330, -4.9171], [17.9284, 1.5968, -5.5390], [16.0857, 1.1585, -6.4320], [18.5772, 1.3808, -4.7957], [17.7901, 2.5735, -5.7555], [16.2031, 1.9827, -7.0040], [15.3261, 0.5441, -6.6883], [10.8680, 3.2988, -9.1484], [9.7129, 3.0839, -9.1696], [11.6951, 2.7271, -8.3696], [11.4521, 4.1639, -9.9177], [12.6149, 3.0646, -8.6146], [11.4306, 2.1760, -7.5655], [10.9272, 4.8129, -10.4863], [12.4269, 4.4127, -9.8283], [21.3344, 5.6147, -10.3462], [22.3011, 6.0010, -10.8381], [21.2366, 4.3698, -9.9515], [20.2646, 6.3486, -10.2464], [21.9187, 3.6571, -10.1680], [20.3230, 3.9850, -9.7583], [19.4505, 5.9603, -9.7919], [20.3913, 7.3441, -10.3605], [12.6624, 7.5039, -5.1986], [12.1146, 7.7166, -4.1084], [12.4086, 6.5010, -5.9416], [13.5430, 8.2973, -5.7591], [12.7378, 6.3628, -6.8863], [11.7266, 5.8448, -5.5889], [13.7060, 8.1581, -6.7462], [13.6780, 9.1982, -5.3230]],
  "forces_ev_per_angstrom": [[0.41, 0.44, -0.47], [-1.59, 0.99, 2.16], [0.49, -0.78, -1.08], [-0.23, -0.71, -0.27], [-0.13, 0.16, 0.09], [0.04, -0.02, 0.04], [0.12, 0.53, -0.43], [0.63, -0.43, 0.30], [-0.27, 1.21, 0.12], [-0.12, -0.36, -0.26], [-0.08, -0.13, 0.21], [0.76, -0.27, 0.20], [0.12, -0.43, -0.16], [-0.41, -0.02, -0.10], [0.39, 0.72, -0.48], [0.55, -0.61, -0.18], [0.20, -0.17, -0.12], [-0.54, 0.06, 0.07], [-0.43, 0.11, 0.58], [-0.18, -0.07, 0.14], [-1.09, -0.55, 0.49], [1.00, -0.77, -0.53], [0.06, -0.07, -0.23], [-0.06, 0.97, 0.29], [0.05, 0.34, 0.04], [-0.14, -0.09, -0.19], [0.27, -0.36, 0.47], [-0.07, 0.28, 0.70], [-0.19, -0.37, -0.21], [0.40, -0.16, -0.27], [-0.56, 0.64, -0.75], [0.14, -0.29, 0.13], [-0.46, -0.71, -0.34], [-0.38, 0.40, 1.21], [0.48, -0.04, -0.23], [0.34, 0.55, -0.76], [-0.08, -0.24, 0.31], [0.11, 0.05, -0.19], [0.37, -2.90, 2.76], [-0.51, -1.70, 0.35], [5.42, 3.73, 1.24], [-5.65, 0.85, -4.48], [0.00, 0.32, -0.16], [0.25, -0.09, 0.00], [-0.04, -0.22, 0.00], [0.15, 0.19, 0.18], [-1.37, 0.59, -0.51], [-5.39, -0.85, -0.12], [4.23, -2.24, 3.04], [2.02, 4.01, -3.54], [0.72, -1.00, 1.41], [0.26, 0.18, -0.47], [-0.18, -0.55, 0.18], [0.13, -0.08, -0.06], [-1.81, -1.65, 0.40], [6.82, 3.06, -2.97], [-1.48, -4.32, 1.77], [-3.51, 1.87, 0.85], [0.11, 0.72, -0.17], [0.14, 0.02, 0.12], [-0.04, 0.63, -0.06], [-0.30, -0.34, 0.05], [-1.13, 2.30, 3.42], [0.45, -0.13, -0.23], [-2.13, -5.28, -2.49], [2.22, 2.55, -0.77], [0.05, 0.02, 0.36], [0.16, 0.07, -0.23], [0.39, 0.62, 0.23], [0.08, -0.17, -0.39]],
  "energy_ha": -1634.12804,
  "orbital_gap_ev": 6.35,
  "multiplicity": 1,
  "charge": -1
}

***

{
  "formula": "C11H43O11",
  "method": "ωB97M-V with the def2-TZVPD basis set",
  "species": ["C", "O", "H", "H", "H", "C", "O", "H", "H", "H", "H", "C", "O", "H", "H", "H", "H", "C", "O", "H", "H", "H", "H", "C", "O", "H", "H", "H", "H", "C", "O", "H", "H", "H", "H", "C", "O", "H", "H", "H", "H", "C", "O", "H", "H", "H", "H", "C", "O", "H", "H", "H", "H", "C", "O", "H", "H", "H", "H", "C", "O", "H", "H", "H", "H"],
  "coordinates": [[7.6616, -3.3023, -15.8822], [7.5507, -4.2427, -16.8446], [7.8706, -3.7624, -14.8751], [8.4215, -2.5122, -16.1055], [6.6820, -2.7246, -15.6928], [6.4942, -1.6586, -18.8716], [6.6901, -3.0304, -19.1952], [5.7063, -1.5573, -18.1075], [7.3860, -1.1856, -18.4300], [6.2036, -1.1384, -19.7852], [7.0007, -3.4066, -18.2840], [6.6837, 0.5534, -16.0480], [7.5926, 0.4075, -14.9641], [7.2071, 0.9864, -16.8836], [6.2034, -0.3985, -16.3030], [5.8333, 1.1812, -15.7246], [7.0939, 0.2026, -14.1603], [10.8866, -6.2818, -14.3416], [10.2522, -7.0815, -15.3149], [10.7462, -5.2497, -14.6340], [10.4426, -6.4452, -13.3478], [11.9673, -6.4862, -14.2929], [10.3171, -7.9983, -15.0388], [6.3991, -6.9905, -14.4342], [7.1889, -7.7889, -15.3349], [6.4253, -7.4173, -13.4202], [6.7296, -5.9509, -14.4602], [5.3476, -7.0189, -14.7497], [7.5943, -8.5049, -14.8578], [4.7643, -0.6836, -13.1255], [6.0205, -0.4439, -12.5288], [4.0225, -0.9991, -12.3800], [4.3321, 0.2260, -13.5866], [4.8319, -1.4278, -13.9189], [5.8828, -0.2897, -11.5967], [8.6438, -5.1074, -21.3098], [8.2717, -5.4231, -19.9834], [9.5872, -4.5280, -21.3175], [8.8346, -6.0396, -21.8432], [7.8768, -4.5059, -21.8054], [7.7021, -4.6807, -19.6856], [10.3232, -0.1124, -17.0580], [10.3542, 0.2105, -15.6998], [11.2965, 0.1510, -17.4602], [10.0811, -1.1727, -17.1918], [9.5620, 0.4551, -17.6178], [9.4254, 0.3562, -15.3889], [6.8762, -3.7682, -11.5995], [6.8778, -3.1171, -10.2758], [7.6927, -4.4700, -11.6887], [5.9224, -4.2991, -11.6870], [6.9741, -3.0369, -12.4048], [6.0112, -2.7120, -10.1970], [4.0112, -3.5376, -16.7172], [4.6947, -4.7383, -16.8890], [3.9458, -2.9978, -17.6772], [2.9833, -3.7250, -16.3844], [4.4977, -2.8951, -15.9650], [5.6795, -4.5429, -16.8007], [12.4171, -3.3544, -16.0846], [13.1386, -4.3481, -16.7854], [12.4903, -2.3889, -16.5951], [11.3685, -3.6288, -16.0712], [12.7975, -3.2559, -15.0618], [14.0651, -4.2395, -16.5657]],
  "forces_ev_per_angstrom": [[-0.70, 0.22, 0.50], [-1.01, 0.34, -0.87], [0.28, 0.41, -0.19], [-0.06, -0.15, 0.38], [0.63, -0.08, -0.02], [-0.07, -0.47, -0.01], [0.44, 0.45, 1.56], [-0.04, 0.08, -0.30], [0.03, -0.13, -0.29], [-0.02, 0.17, 0.08], [-0.04, -0.60, -0.64], [-1.14, -0.29, 1.11], [0.01, 0.17, -0.07], [0.07, 0.08, -0.27], [0.49, -0.05, -0.24], [0.38, 0.28, -0.35], [0.24, -0.13, -0.02], [0.13, -0.34, 0.18], [0.08, -0.07, -0.07], [-0.09, 0.14, 0.01], [0.11, 0.17, -0.07], [-0.12, 0.09, 0.06], [-0.01, -0.03, -0.06], [-0.14, -0.71, -0.25], [-0.61, 0.53, 0.02], [0.16, 0.33, -0.07], [0.16, -0.11, 0.03], [0.22, 0.08, -0.10], [0.13, -0.16, 0.30], [-1.17, 0.43, -0.18], [0.21, -0.06, -0.33], [0.16, -0.23, -0.17], [0.36, -0.15, 0.16], [0.26, -0.14, 0.18], [0.19, 0.14, 0.21], [0.46, 0.23, 0.53], [-0.55, 0.58, -0.29], [-0.22, -0.08, -0.10], [-0.16, 0.02, -0.15], [0.00, -0.16, -0.20], [0.53, -0.60, 0.13], [-0.49, -0.12, -0.30], [-0.93, 0.66, 0.94], [0.14, -0.25, -0.28], [0.26, -0.01, -0.24], [0.15, 0.02, 0.09], [0.88, -0.39, -0.17], [-0.73, 0.67, 0.76], [0.32, -0.53, -1.05], [0.21, -0.09, 0.37], [0.23, -0.10, -0.29], [-0.05, 0.03, 0.11], [0.02, 0.01, 0.05], [-0.10, 0.32, -0.26], [0.93, -0.05, 0.52], [0.00, 0.17, 0.23], [0.06, -0.11, 0.02], [-0.14, 0.03, -0.17], [-0.31, -0.51, -0.39], [0.08, 0.40, 0.01], [0.12, -0.34, -0.12], [0.03, 0.06, 0.12], [-0.09, -0.14, 0.03], [-0.23, 0.08, 0.00], [0.08, -0.02, -0.08]],
  "energy_ha": -1272.35038,
  "orbital_gap_ev": 6.03,
  "multiplicity": 1,
  "charge": -1
}

***

{
  "formula": "C11H44Ba2NO11",
  "method": "ωB97M-V with the def2-TZVPD basis set",
  "species": ["N", "H", "H", "H", "H", "Ba", "Ba", "O", "C", "C", "O", "H", "H", "H", "H", "C", "O", "H", "H", "H", "H", "C", "O", "H", "H", "H", "H", "C", "O", "H", "H", "H", "H", "C", "O", "H", "H", "H", "H", "C", "O", "H", "H", "H", "H", "C", "O", "H", "H", "H", "H", "C", "O", "H", "H", "H", "H", "C", "O", "H", "H", "H", "H", "C", "O", "H", "H", "H", "H"],
  "coordinates": [[0.7274, -4.4433, -2.2621], [-0.1072, -5.0029, -2.1600], [0.8894, -4.1152, -3.2035], [1.4680, -5.0107, -1.8751], [0.6951, -3.6233, -1.6733], [3.3803, -0.9715, -0.1081], [1.6781, -4.5076, 1.7519], [1.0581, 0.7842, 0.2283], [0.0264, -0.0151, -0.3778], [-0.0552, -1.5743, -0.0775], [1.0051, -2.4891, -0.2400], [0.1482, 0.1081, -1.4540], [-0.9341, 0.4181, -0.0987], [-0.9238, -1.9960, -0.5833], [-0.3635, -1.6516, 0.9651], [1.6269, 3.0876, -2.6863], [1.8867, 3.0479, -1.2986], [1.5059, 2.1266, -3.1862], [0.6622, 3.5791, -2.8121], [2.3556, 3.6321, -3.2869], [1.4045, 2.3297, -0.8821], [-2.0123, -4.7772, 0.6692], [-1.1924, -4.2215, 1.6576], [-1.7252, -5.8020, 0.4337], [-3.0768, -4.6674, 0.8762], [-1.8285, -4.2083, -0.2422], [-1.3826, -3.2807, 1.6780], [-0.5563, 3.8270, 0.8531], [0.2646, 3.1078, 1.7463], [-1.0083, 4.7115, 1.3019], [0.0192, 4.1753, -0.0045], [-1.4045, 3.2325, 0.5137], [0.4989, 2.2771, 1.3259], [5.1949, 2.0866, -1.7631], [4.2348, 1.6076, -0.8684], [6.2000, 1.7711, -1.4830], [5.0283, 1.7575, -2.7887], [5.1216, 3.1729, -1.8147], [3.4149, 2.0822, -1.0233], [1.7284, 1.1125, 3.8940], [1.5604, -0.0517, 3.0930], [1.9615, 0.8116, 4.9153], [2.5466, 1.6867, 3.4593], [0.7911, 1.6659, 3.9526], [1.2734, 0.1832, 2.2075], [-0.4034, -2.3256, 4.7338], [0.4891, -2.5054, 3.6868], [-1.1372, -1.5635, 4.4712], [-0.9585, -3.2270, 4.9936], [0.1598, -2.0244, 5.6171], [1.0057, -1.7034, 3.5797], [-2.7947, 2.1320, -2.0528], [-3.7639, 2.3082, -3.0792], [-1.8344, 2.4953, -2.4185], [-3.1100, 2.7464, -1.2095], [-2.6750, 1.1060, -1.7047], [-3.7808, 3.2246, -3.3647], [-2.3802, 1.0717, 2.8919], [-3.6505, 0.5424, 2.6661], [-1.5308, 0.3891, 2.8638], [-2.2928, 1.8139, 2.0984], [-2.4564, 1.4922, 3.8947], [-3.8565, -0.1879, 3.2542], [-1.6993, -0.3161, -4.4152], [-0.8707, -0.8892, -5.4067], [-1.2018, -0.4382, -3.4531], [-1.8307, 0.7280, -4.6989], [-2.7107, -0.7196, -4.3661], [-0.5021, -0.1222, -5.8510]],
  "forces_ev_per_angstrom": [[0.05, -0.68, 0.14], [-0.76, 0.01, -0.47], [0.09, -0.38, -0.81], [0.61, -0.25, -0.71], [-0.30, 1.64, 1.45], [-1.30, 2.75, -0.15], [-2.16, 1.26, 0.92], [0.82, -2.62, 0.06], [1.48, -0.02, -0.15], [-1.46, 0.91, 1.30], [2.79, -1.03, -0.15], [-0.31, -0.12, -0.47], [-0.36, -0.37, 0.00], [-0.26, 0.38, -0.62], [0.01, 0.32, 0.59], [-1.33, 0.32, -0.69], [1.64, -0.10, -0.27], [0.20, -0.53, 0.31], [-0.02, 0.23, -0.29], [0.27, 0.18, 0.63], [-0.58, -0.46, 0.38], [-0.48, 0.14, -1.69], [1.50, -0.27, 0.94], [-0.21, -0.15, 0.55], [0.08, -0.38, 0.26], [-0.21, 0.08, -0.43], [-0.01, 0.36, 0.37], [-0.25, 0.30, -0.46], [-0.12, 0.25, 0.70], [0.35, -0.12, 0.46], [-0.03, -0.02, -0.16], [-0.08, -0.23, -0.20], [0.11, -0.23, -0.36], [0.84, 0.91, -1.27], [-0.16, -2.42, 1.02], [-0.15, 0.14, 0.27], [-0.16, -0.32, -0.09], [0.36, 0.04, 0.24], [-1.14, 1.05, 0.01], [0.01, 0.50, 0.40], [0.32, -1.81, -0.04], [0.24, -0.16, -0.18], [-0.22, 0.39, 0.33], [0.18, 0.25, -0.31], [-0.46, 0.72, -0.72], [-1.07, 0.50, 1.65], [1.33, -2.19, -2.24], [0.01, 0.14, 0.12], [0.27, -0.18, -0.33], [-0.27, 0.11, 0.15], [0.19, 1.23, -0.07], [-0.29, 1.37, -0.21], [0.06, -1.18, -0.05], [0.37, -0.06, 0.20], [0.30, -0.09, 0.36], [-0.47, -0.14, -0.46], [0.07, 0.08, 0.16], [-0.61, 0.76, 0.58], [-0.79, -1.35, -0.96], [0.10, -0.45, -0.23], [0.51, 0.23, 0.45], [0.85, 0.65, -0.06], [0.01, 0.12, 0.21], [-0.17, 0.63, -0.15], [0.17, -0.35, -0.20], [-0.17, 0.30, 0.36], [-0.14, 0.20, 0.72], [0.15, -0.43, -0.20], [0.19, -0.39, -0.43]],
  "energy_ha": -1377.79903,
  "orbital_gap_ev": 4.28,
  "relative_energy_kcal_mol": 0.0,
  "multiplicity": 1,
  "charge": 3
}